*w*
{
  "formula": "C3H10O3S",
  "method": "the ωB97M-V functional and the def2-TZVPD basis",
  "gap_ha": 0.3676,
  "smiles": "O=CCCS.O.O",
  "homo_ev": -9.5,
  "species": ["O", "C", "C", "C", "S", "H", "H", "H", "H", "H", "H", "H", "H", "O", "H", "H", "O"],
  "positions_angstrom": [[3.5135, 1.1233, -0.4391], [2.5456, 0.3624, -0.2886], [2.2158, -0.1923, 1.0458], [0.8466, -0.8792, 1.1504], [0.8682, -2.6620, 0.5205], [2.0273, -0.0384, -1.1276], [2.1681, 0.6446, 1.7081], [2.9319, -0.9939, 1.4324], [0.5377, -1.0487, 2.1967], [0.0896, -0.1881, 0.7776], [0.0883, -2.5379, -0.4800], [-3.6330, 5.6185, 3.7068], [-4.7971, 4.6105, 3.9756], [-4.3114, 5.0790, 3.4317], [-3.9622, -1.7274, -5.3216], [-4.1165, -0.3329, -4.8714], [-4.0611, -0.8473, -5.7138]],
  "nbo_charge": [-0.5075, 0.4236, -0.5354, -0.4912, -0.0610, 0.1211, 0.2388, 0.2476, 0.2273, 0.2217, 0.1150, 0.4795, 0.4695, -0.9490, 0.4625, 0.4632, -0.9257]
}

*x*
{
  "formula": "C3H10O3S",
  "method": "the ωB97M-V functional and the def2-TZVPD basis",
  "gap_ha": 0.1447,
  "homo_ev": -8.8,
  "species": ["O", "C", "C", "C", "S", "H", "H", "H", "H", "H", "H", "H", "H", "O", "H", "H", "O"],
  "positions_angstrom": [[-2.4158, 1.5590, 0.1707], [-0.1552, -1.3597, -1.1098], [0.7228, -0.3518, -1.0173], [0.2170, 0.9595, -0.4039], [1.5687, 1.7794, 0.3141], [-1.0846, -1.3550, -0.5380], [0.1120, -2.2636, -1.6446], [-3.2907, 1.5816, -0.2154], [-0.3323, 0.5834, 0.5062], [-0.4244, 1.5320, -1.0589], [2.8636, 0.1244, 0.8071], [-2.8230, -1.1484, 1.1609], [-2.1431, 0.6876, 0.6576], [-1.9791, -0.6955, 1.0811], [1.7755, -0.4221, -1.2344], [3.9796, -0.5322, 1.6414], [3.4090, -0.6786, 0.8831]],
  "nbo_charge": [-1.0268, -0.2488, -0.1713, -0.6902, 0.3496, 0.2780, 0.2062, 0.4724, 0.4191, 0.3031, 0.4525, 0.4536, 0.4892, -1.0286, 0.2310, 0.4708, -0.9598]
}

Short version: *w*, *x*, most stable first.

*w*
{
  "formula": "C4H6NO2",
  "method": "the ωB97M-V functional and the def2-TZVPD basis",
  "gap_ha": 0.3797,
  "total_charge": 1,
  "homo_ev": -16.1,
  "species": ["C", "C", "C", "C", "N", "O", "O", "H", "H", "H", "H", "H", "H"],
  "positions_angstrom": [[-2.9245, -0.2300, 0.5111], [0.6868, -0.6919, -0.4926], [1.5831, -1.5318, 0.2566], [-0.1637, 1.6882, -0.0213], [-0.1440, 0.2462, -0.2669], [-3.8891, 0.3333, 0.3888], [0.3038, -0.4405, -1.6681], [1.1333, -2.4450, 0.6211], [2.2545, -2.0578, -0.4368], [1.8548, -1.0115, 1.1905], [-1.1100, 2.0646, -0.5837], [0.7125, 2.0437, -0.4560], [-0.2975, 2.0325, 0.9574]],
  "nbo_charge": [0.4658, 0.7230, -0.7719, -0.4543, -0.0152, -0.4576, -0.2289, 0.3330, 0.3138, 0.3010, 0.2725, 0.2324, 0.2862]
}

*x*
{
  "formula": "C4H6NO2",
  "method": "the ωB97M-V functional and the def2-TZVPD basis",
  "gap_ha": 0.3145,
  "total_charge": 1,
  "homo_ev": -14.7,
  "species": ["C", "C", "C", "C", "N", "O", "O", "H", "H", "H", "H", "H", "H"],
  "positions_angstrom": [[0.2517, -0.8857, 0.0907], [-0.2590, 0.3226, -1.6772], [0.5438, -1.5717, -1.0988], [-0.6926, 1.3726, 0.4688], [-0.2554, 0.2254, -0.2440], [0.5062, 2.1934, 0.6696], [0.3023, -0.7079, -2.1298], [0.3689, -1.2392, 1.0688], [1.6319, -2.0321, -1.1981], [-0.1387, -2.3668, -1.1701], [-1.3376, 2.0005, -0.3230], [0.3362, 3.0383, 1.1758], [-1.2707, 1.2022, 1.3913]],
  "nbo_charge": [0.3101, 0.4399, -0.2075, 0.0557, -0.3666, -0.7178, -0.3636, 0.2675, 0.3079, 0.2897, 0.2450, 0.5158, 0.2240]
}

Short version: *x*, *w*, most stable first.